(1)
Formula: C39H41BrClN5O5PSSr
Source: the Open Molecules 2025 dataset
Level of theory: ωB97M-V/def2-TZVPD

Net charge ... +1
ΔE to the lowest compared entry with this formula, charge and spin ... 17.26 kcal per mole
Total energy ... -5965.12257 hartree
LUMO ... -1.68 eV
Largest force on an atom ... 0.0183 Eh/bohr
Orbital gap ... 8.23 eV

XYZ file:
```
95
Properties=species:S:1:pos:R:3:mulliken_charge:R:1
Sr 0.1997 0.0212 -0.7536 1.8177
C -0.1046 3.3371 -2.2776 -0.9890
O 0.3820 2.6382 -1.1362 0.4191
C 1.3288 3.3760 -0.3792 -0.6706
C 2.0821 2.3806 0.4732 -0.8036
O 1.1936 1.5583 1.2265 -0.0540
C 0.6732 2.1167 2.4289 -0.8506
C -0.7872 2.4765 2.3066 -0.4911
O -1.4910 1.3068 1.9432 0.2820
C -2.8615 1.3556 2.3078 -1.0083
H 0.7252 3.6431 -2.9179 0.3647
H -0.6795 4.2155 -1.9750 0.2999
H -0.7455 2.6547 -2.8299 0.1428
H 0.8183 4.1306 0.2294 0.2883
H 2.0337 3.8876 -1.0419 0.5520
H 2.8034 2.8828 1.1220 0.5324
H 2.6330 1.6943 -0.1770 0.1316
H 1.2519 2.9970 2.7212 0.5033
H 0.7767 1.3544 3.2027 0.2753
H -0.9493 3.2623 1.5578 0.1594
H -1.1291 2.8503 3.2787 0.4835
H -2.9647 1.4145 3.3953 0.3101
H -3.3257 0.4392 1.9499 0.1833
H -3.3659 2.2133 1.8530 0.4051
Cl -2.8133 1.4002 -0.9246 0.0243
C -4.0208 0.7441 -2.0122 0.5593
C -5.2199 1.4315 -2.1037 -0.7147
C -6.2054 0.9612 -2.9549 -0.5705
C -5.9845 -0.1831 -3.7099 -0.8561
C -4.7783 -0.8546 -3.6054 -0.3352
C -3.7715 -0.4111 -2.7458 -0.4513
P -2.1702 -1.2904 -2.6323 0.9935
C -1.8753 -1.8382 -4.3363 0.5530
C -1.1578 -0.9761 -5.1632 -0.7373
C -0.9072 -1.3223 -6.4808 -0.5723
C -1.3510 -2.5422 -6.9737 -0.5552
C -2.0450 -3.4152 -6.1477 -0.7191
C -2.3089 -3.0646 -4.8315 -0.4898
C -2.5466 -2.8184 -1.7189 0.7638
C -3.7910 -3.1296 -1.1765 -0.6573
C -3.9510 -4.2874 -0.4240 -0.6961
C -2.8762 -5.1383 -0.2137 -0.6895
C -1.6348 -4.8375 -0.7620 -0.6413
C -1.4672 -3.6818 -1.5071 -0.6097
H -5.3723 2.3269 -1.5165 0.4859
H -7.1428 1.4954 -3.0326 0.3895
H -6.7486 -0.5474 -4.3833 0.4349
H -4.5992 -1.7378 -4.2063 0.4555
H -0.7667 -0.0475 -4.7627 0.2382
H -0.3465 -0.6505 -7.1175 0.4513
H -1.1435 -2.8176 -7.9994 0.3966
H -2.3788 -4.3720 -6.5278 0.4309
H -2.8438 -3.7529 -4.1870 0.4328
H -4.6357 -2.4722 -1.3396 0.4390
H -4.9188 -4.5221 -0.0001 0.4487
H -3.0056 -6.0359 0.3767 0.3944
H -0.7967 -5.5049 -0.6066 0.4780
H -0.4996 -3.4504 -1.9464 0.4753
N 6.8243 -0.4099 -6.3483 -0.5198
C 5.7421 -0.5527 -5.5080 0.9598
C 4.9429 -1.7012 -5.5674 -0.7177
C 3.8313 -1.8267 -4.7617 -0.4484
C 3.4971 -0.7987 -3.8930 -0.6199
C 4.2795 0.3470 -3.8152 -0.4497
C 5.3954 0.4713 -4.6167 -0.9087
S 2.0892 -0.9385 -2.8666 1.9565
O 1.4116 0.3711 -2.8936 -0.8137
O 1.2773 -2.0390 -3.3313 -0.7220
N 2.4503 -1.0675 -1.3241 0.0873
C 2.9922 -2.2257 -0.8261 -0.2509
N 3.6554 -3.0553 -1.6415 -0.3846
C 4.1743 -4.1492 -1.0991 -0.2124
C 4.0569 -4.4474 0.2462 -0.9058
C 3.3528 -3.5253 1.0014 -0.0418
N 2.8191 -2.4249 0.4925 -0.1956
H 7.1948 -1.2425 -6.7725 0.2232
H 7.5171 0.2734 -6.0962 0.2185
H 5.2050 -2.4964 -6.2548 0.3018
H 3.2161 -2.7156 -4.7929 0.5454
H 4.0062 1.1411 -3.1321 0.3858
H 6.0040 1.3660 -4.5663 0.3082
H 4.7049 -4.8062 -1.7807 0.4527
H 4.4854 -5.3383 0.6794 0.4158
H 3.2032 -3.6764 2.0668 0.4411
Br -3.7948 -3.2038 3.3113 -0.1447
C -2.0590 -2.5399 2.9874 -0.4254
C -1.1045 -2.5532 3.9871 -0.1653
C 0.1401 -2.0153 3.7045 -1.4660
C 0.3711 -1.4803 2.4506 -0.6372
N -0.5546 -1.4759 1.4862 1.1262
C -1.7475 -2.0116 1.7456 -0.7399
H -1.3322 -2.9683 4.9595 0.4910
H 0.9189 -2.0055 4.4548 0.5266
H 1.3316 -1.0520 2.1921 0.8011
H -2.4840 -2.0084 0.9504 0.6960
```

(2)
Formula: C39H41BrClN5O5PSSr
Source: the Open Molecules 2025 dataset
Level of theory: ωB97M-V/def2-TZVPD

Net charge ... +1
ΔE to the lowest compared entry with this formula, charge and spin ... 43.62 kcal per mole
Total energy ... -5965.08057 hartree
LUMO ... -1.86 eV
Largest force on an atom ... 0.1198 Eh/bohr
Orbital gap ... 8.33 eV

XYZ file:
```
95
Properties=species:S:1:pos:R:3:mulliken_charge:R:1
Sr 1.0608 0.7462 -0.4120 1.6502
C 1.6945 3.2083 2.5523 -1.1249
O 1.4363 1.8280 2.3803 0.9816
C 2.1571 1.0081 3.2914 -0.6907
C 3.4886 0.6488 2.7133 -0.7819
O 3.1880 -0.1593 1.5846 0.3602
C 4.3136 -0.6167 0.8386 -0.7341
C 4.5600 0.2893 -0.3282 -0.7814
O 3.3619 0.3215 -1.0979 0.6290
C 3.5381 1.0428 -2.3376 -0.9937
H 1.4828 3.5125 3.5783 0.3590
H 1.0373 3.7449 1.8748 0.2773
H 2.7356 3.4581 2.3203 0.2109
H 1.5771 0.0980 3.4221 -0.1014
H 2.2673 1.4952 4.2610 0.4726
H 4.0850 0.0941 3.4376 0.5048
H 4.0424 1.5454 2.4183 0.3440
H 4.0660 -1.6139 0.4759 0.1411
H 5.2094 -0.6817 1.4584 0.4365
H 5.3862 -0.0962 -0.9283 0.4440
H 4.8045 1.3042 -0.0002 0.3125
H 4.3262 0.5976 -2.9461 0.4237
H 3.7859 2.0923 -2.1458 0.2344
H 2.6169 0.9930 -2.9093 0.2533
Cl -1.4279 2.2162 1.2126 -0.0666
C -1.6038 1.5664 2.8263 0.6648
C -2.0808 2.4091 3.8099 -0.7295
C -2.2230 1.9221 5.0996 -0.7382
C -1.8834 0.6093 5.3850 -0.8031
C -1.4172 -0.2266 4.3768 -0.6025
C -1.2787 0.2325 3.0704 -0.3568
P -0.7282 -0.8134 1.6601 1.6180
C -2.3343 -1.3399 0.9195 0.8665
C -2.3189 -2.4601 0.0782 -0.8959
C -3.4961 -2.9251 -0.4942 -0.4810
C -4.6983 -2.2686 -0.2503 -0.9180
C -4.7158 -1.1483 0.5701 -0.5430
C -3.5391 -0.6883 1.1557 -0.7691
C -0.2168 -2.3789 2.4650 -0.2571
C -1.1376 -3.2750 3.0149 -0.3011
C -0.7036 -4.4327 3.6411 -0.7549
C 0.6591 -4.7043 3.7452 -0.6965
C 1.5828 -3.8287 3.1942 -0.9044
C 1.1448 -2.6734 2.5501 -0.4300
H -2.3457 3.4320 3.5625 0.5281
H -2.6039 2.5708 5.8789 0.3974
H -1.9954 0.2259 6.3914 0.4329
H -1.1598 -1.2501 4.6121 0.4494
H -1.3838 -2.9726 -0.1260 0.9246
H -3.4753 -3.8107 -1.1226 0.3941
H -5.6206 -2.6355 -0.6901 0.4170
H -5.6516 -0.6363 0.7711 0.4183
H -3.5808 0.1730 1.8128 0.4667
H -2.2005 -3.0691 2.9426 0.5158
H -1.4274 -5.1275 4.0529 0.4421
H 0.9952 -5.6072 4.2456 0.3947
H 2.6451 -4.0450 3.2633 0.4738
H 1.8625 -1.9973 2.1043 0.5097
N -5.7394 0.6984 -4.5997 -0.4619
C -4.4297 0.7420 -4.1957 1.1057
C -3.9739 -0.1113 -3.1820 -1.0054
C -2.6529 -0.0910 -2.7917 0.3468
C -1.7685 0.7820 -3.4238 -1.3354
C -2.2028 1.6423 -4.4357 -0.5352
C -3.5209 1.6142 -4.8214 -1.0527
S -0.1418 0.9263 -2.8910 1.8560
O 0.1959 -0.3105 -2.1348 -0.0631
O 0.7159 1.1909 -4.0126 -0.8718
N -0.1176 2.0413 -1.7554 -0.6505
C 0.7453 3.1450 -1.7996 -0.3146
N 0.7471 3.9805 -2.8444 -0.4743
C 1.5248 5.0563 -2.7425 -0.4960
C 2.3040 5.3269 -1.6224 -0.7622
C 2.2800 4.3847 -0.6263 -0.0913
N 1.5267 3.2723 -0.6981 0.3917
H -6.4162 0.2303 -4.0271 0.2066
H -6.0886 1.4214 -5.1997 0.2017
H -4.6651 -0.7948 -2.6997 0.2895
H -2.3052 -0.7497 -2.0010 0.3021
H -1.5002 2.3216 -4.9093 0.5134
H -3.8699 2.2709 -5.6112 0.2892
H 1.5158 5.7339 -3.5922 0.4622
H 2.8991 6.2261 -1.5398 0.4306
H 2.8872 4.4978 0.2645 0.3375
Br 4.3412 -2.5638 -2.4906 -0.1349
C 2.4600 -2.7432 -2.6209 0.0391
C 1.8266 -2.5788 -3.8374 -0.1410
C 0.4529 -2.7498 -3.8796 -0.5552
C -0.2145 -3.0810 -2.7121 -0.2663
N 0.3981 -3.2330 -1.5356 -0.3381
C 1.7202 -3.0517 -1.4903 -0.6228
H 2.3887 -2.3232 -4.7248 0.4523
H -0.0926 -2.6154 -4.8058 0.4155
H -1.2906 -3.2295 -2.7172 0.3451
H 2.1983 -3.1817 -0.5234 0.6946
```

- The highest orbital gap belongs to which entry?
  number 2